No. 1
{
  "formula": "C14H16O",
  "method": "the ωB97M-V functional and the def2-TZVPD basis",
  "relative_energy_kcal_mol": 20.0,
  "energy_ha": -618.2841,
  "largest_force_ha_per_bohr": 0.0281,
  "elements": ["C", "C", "C", "C", "C", "O", "C", "C", "H", "H", "H", "H", "H", "H", "H", "H", "C", "C", "C", "C", "C", "C", "C", "H", "H", "H", "H", "H", "H", "H", "H"],
  "coordinates": [[1.04, -0.55, 3.04], [0.31, -1.42, 2.07], [0.91, -1.62, 0.82], [0.41, -2.44, -0.17], [-0.68, -3.24, 0.18], [-1.11, -4.22, -0.69], [-1.21, -3.20, 1.46], [-0.77, -2.23, 2.36], [1.97, -0.98, 3.42], [0.45, -0.33, 3.92], [1.34, 0.42, 2.64], [1.86, -1.10, 0.65], [0.82, -2.41, -1.17], [-1.94, -4.01, -1.13], [-1.99, -3.88, 1.77], [-1.24, -2.13, 3.33], [1.78, 1.12, -2.14], [0.60, 1.85, -1.60], [0.31, 3.12, -2.15], [-0.78, 3.88, -1.77], [-1.74, 3.28, -0.93], [-1.55, 1.98, -0.53], [-0.33, 1.31, -0.74], [2.43, 0.64, -1.40], [2.42, 1.74, -2.77], [1.54, 0.29, -2.81], [1.02, 3.47, -2.88], [-0.98, 4.83, -2.24], [-2.55, 3.88, -0.55], [-2.27, 1.43, 0.06], [-0.07, 0.53, -0.03]],
  "nbo_charge": [-0.632, -0.052, -0.186, -0.256, 0.282, -0.710, -0.261, -0.189, 0.222, 0.216, 0.220, 0.204, 0.228, 0.483, 0.223, 0.209, -0.636, -0.018, -0.213, -0.210, -0.227, -0.190, -0.221, 0.216, 0.215, 0.220, 0.202, 0.215, 0.213, 0.208, 0.223]
}

=====

No. 2
{
  "formula": "C8H22B2O27",
  "method": "the ωB97M-V functional and the def2-TZVPD basis",
  "relative_energy_kcal_mol": 190.7,
  "energy_ha": -2399.6208,
  "total_charge": -2,
  "largest_force_ha_per_bohr": 0.2987,
  "elements": ["O", "C", "O", "B", "O", "C", "O", "O", "C", "O", "C", "O", "O", "O", "C", "O", "B", "O", "C", "O", "O", "C", "O", "C", "O", "O", "O", "H", "H", "O", "H", "H", "O", "H", "H", "O", "H", "H", "O", "H", "H", "O", "H", "H", "O", "H", "H", "O", "H", "H", "O", "H", "H", "O", "H", "H", "O", "H", "H"],
  "coordinates": [[2.12, -4.84, -1.00], [2.59, -3.64, -0.96], [3.72, -3.42, -0.54], [3.75, -1.93, -0.59], [2.43, -1.50, -1.04], [1.86, -2.54, -1.28], [0.67, -2.55, -1.97], [4.85, -1.39, -1.30], [5.65, -0.80, -0.61], [6.58, -0.05, -0.90], [5.12, -0.76, 0.76], [3.97, -1.38, 0.81], [5.68, -0.40, 1.84], [1.51, 2.58, -1.36], [0.86, 1.67, -0.79], [-0.36, 1.51, -0.78], [-0.71, 0.37, 0.05], [0.55, 0.16, 0.84], [1.40, 1.00, 0.37], [2.45, 1.23, 0.93], [-1.04, -0.76, -0.72], [-2.21, -1.04, -0.48], [-2.95, -1.63, -1.25], [-2.67, -0.28, 0.62], [-1.93, 0.67, 0.86], [-3.82, -0.33, 1.03], [4.56, 2.85, 1.15], [3.94, 2.20, 0.93], [4.94, 2.49, 1.86], [2.04, 5.16, -2.04], [1.40, 5.57, -1.48], [1.75, 4.21, -1.98], [-3.27, 3.49, -1.09], [-2.70, 2.94, -1.68], [-4.09, 3.37, -1.43], [-6.85, -1.73, 0.77], [-6.72, -0.90, 0.32], [-6.13, -1.68, 1.38], [-4.85, -3.29, -2.52], [-4.22, -3.89, -2.98], [-4.38, -2.77, -2.03], [3.33, 0.82, -3.62], [2.40, 0.59, -3.69], [3.40, 1.45, -2.88], [0.54, -0.08, -3.63], [0.37, -0.63, -2.97], [-0.16, 0.48, -3.37], [-1.41, -0.21, 4.00], [-1.38, -0.93, 3.50], [-2.16, 0.14, 3.52], [2.23, -0.94, 3.35], [2.11, -0.72, 2.35], [1.85, -0.13, 3.94], [-5.52, -1.20, 3.24], [-6.08, -0.47, 3.66], [-4.93, -0.87, 2.57], [-3.29, 1.44, 3.14], [-3.10, 2.36, 2.84], [-3.67, 0.97, 2.34]],
  "nbo_charge": [-0.574, 0.607, -0.563, 1.169, -0.577, 0.660, -0.642, -0.615, 0.674, -0.559, 0.652, -0.643, -0.582, -0.611, 0.701, -0.628, 1.169, -0.628, 0.674, -0.571, -0.593, 0.678, -0.572, 0.672, -0.571, -0.653, -0.946, 0.482, 0.452, -0.964, 0.448, 0.500, -0.928, 0.475, 0.454, -0.941, 0.454, 0.478, -0.935, 0.461, 0.472, -0.977, 0.491, 0.476, -0.927, 0.482, 0.453, -0.936, 0.441, 0.475, -0.976, 0.499, 0.473, -0.968, 0.481, 0.489, -0.981, 0.482, 0.489]
}

=====

No. 3
{
  "formula": "C7H11NO",
  "method": "the ωB97M-V functional and the def2-TZVPD basis",
  "relative_energy_kcal_mol": 86.5,
  "energy_ha": -403.1961,
  "largest_force_ha_per_bohr": 0.0179,
  "elements": ["C", "C", "C", "C", "C", "C", "N", "C", "O", "H", "H", "H", "H", "H", "H", "H", "H", "H", "H", "H"],
  "coordinates": [[1.75, 0.13, -0.30], [-2.09, -1.24, -0.57], [3.02, -0.50, 0.22], [-1.29, 1.07, 0.20], [0.70, 0.63, 1.20], [-1.13, -0.27, 0.03], [-2.27, 1.94, -0.19], [0.16, -0.54, 0.62], [-0.21, 1.63, 0.83], [-3.19, 1.55, -0.30], [-2.26, 2.83, 0.29], [0.52, -1.53, 0.87], [1.87, 1.19, -0.53], [1.40, -0.34, -1.22], [-2.06, -2.20, -0.05], [-1.87, -1.44, -1.63], [-3.12, -0.88, -0.52], [3.79, -0.49, -0.55], [3.39, 0.02, 1.10], [2.87, -1.55, 0.50]],
  "nbo_charge": [-0.360, -0.614, -0.626, 0.526, 0.078, -0.263, -0.813, -0.190, -0.489, 0.388, 0.399, 0.232, 0.243, 0.207, 0.218, 0.212, 0.206, 0.212, 0.231, 0.202]
}

=====

No. 4
{
  "formula": "C29H48CsN8O5Se2",
  "method": "the ωB97M-V functional and the def2-TZVPD basis",
  "relative_energy_kcal_mol": 18.6,
  "energy_ha": -6771.2217,
  "total_charge": -1,
  "largest_force_ha_per_bohr": 0.0243,
  "elements": ["Cs", "C", "C", "C", "C", "C", "C", "N", "C", "C", "N", "C", "C", "O", "O", "C", "C", "C", "C", "C", "C", "N", "C", "C", "N", "C", "C", "O", "O", "H", "H", "H", "H", "H", "H", "H", "H", "H", "H", "H", "H", "H", "H", "H", "H", "H", "H", "H", "H", "H", "H", "H", "H", "H", "H", "H", "H", "H", "H", "H", "H", "H", "H", "H", "H", "H", "H", "H", "C", "C", "C", "O", "H", "H", "H", "H", "H", "H", "Se", "N", "C", "C", "C", "C", "N", "C", "N", "H", "H", "H", "Se", "C", "N"],
  "coordinates": [[-0.31, -0.86, -2.02], [-3.82, 3.09, 2.02], [-2.35, 2.88, 1.62], [-1.43, 3.47, 2.68], [0.02, 3.78, 2.26], [0.03, 4.92, 1.24], [0.80, 4.17, 3.52], [0.66, 2.57, 1.62], [2.11, 2.73, 1.35], [2.65, 1.62, 0.47], [2.39, 0.29, 0.98], [2.68, -0.74, -0.01], [1.81, -2.01, 0.10], [2.38, -3.11, -0.06], [0.58, -1.81, 0.23], [2.97, 0.02, 2.30], [4.48, -0.24, 2.29], [2.24, -1.13, 3.00], [0.94, -0.78, 3.76], [1.26, 0.07, 4.98], [0.34, -2.12, 4.21], [0.03, -0.03, 2.87], [-1.31, 0.17, 3.41], [-2.35, 0.48, 2.33], [-1.99, 1.49, 1.34], [-2.34, 1.08, -0.01], [-1.48, 1.69, -1.12], [-1.76, 1.34, -2.27], [-0.46, 2.37, -0.79], [-4.10, 4.14, 1.93], [-4.02, 2.78, 3.05], [-4.48, 2.51, 1.37], [-2.18, 3.41, 0.69], [-1.42, 2.83, 3.57], [-1.84, 4.43, 3.03], [-0.59, 5.74, 1.61], [-0.38, 4.58, 0.29], [1.02, 5.32, 1.07], [0.25, 4.96, 4.04], [1.80, 4.54, 3.31], [0.87, 3.31, 4.19], [0.13, 2.38, 0.70], [0.49, 1.70, 2.20], [2.62, 2.79, 2.31], [2.25, 3.69, 0.85], [3.73, 1.84, 0.31], [2.18, 1.69, -0.51], [3.74, -1.05, -0.01], [2.51, -0.31, -1.00], [2.80, 0.91, 2.90], [4.71, -1.24, 1.92], [4.88, -0.17, 3.31], [5.01, 0.49, 1.67], [2.91, -1.58, 3.73], [2.02, -1.93, 2.29], [1.97, -0.44, 5.62], [0.37, 0.27, 5.58], [1.69, 1.04, 4.70], [1.12, -2.75, 4.65], [-0.07, -2.65, 3.35], [-0.44, -2.01, 4.96], [-0.01, -0.51, 1.96], [-1.27, 0.95, 4.18], [-1.70, -0.72, 3.91], [-3.30, 0.71, 2.84], [-2.54, -0.45, 1.80], [-3.40, 1.23, -0.29], [-2.22, -0.01, -0.02], [1.59, -4.63, -3.05], [0.23, -4.07, -2.76], [-0.51, -4.63, -1.59], [-0.22, -3.14, -3.40], [1.52, -5.71, -3.24], [2.22, -4.49, -2.17], [2.02, -4.13, -3.92], [-0.50, -5.72, -1.60], [-1.54, -4.28, -1.56], [0.01, -4.31, -0.68], [5.15, 0.23, -4.76], [4.70, 1.86, -5.38], [3.60, 2.19, -4.75], [2.89, 3.43, -4.95], [1.77, 3.60, -4.22], [1.32, 2.59, -3.28], [1.93, 1.46, -3.07], [3.07, 1.24, -3.80], [3.75, 0.13, -3.65], [3.27, 4.14, -5.67], [1.16, 4.49, -4.30], [0.42, 2.77, -2.70], [-4.04, -5.07, 0.06], [-3.41, -3.33, 0.27], [-3.06, -2.24, 0.45]],
  "lowdin_charge": [1.496, -0.046, -0.341, -0.091, -0.488, -0.018, -0.029, 0.086, -0.123, -0.169, -0.105, -0.115, -0.764, -0.024, -0.307, -0.337, -0.044, -0.092, -0.543, -0.037, -0.033, 0.006, -0.190, -0.150, -0.117, -0.123, -0.775, -0.227, -0.084, 0.077, 0.074, 0.081, 0.132, 0.108, 0.124, 0.093, 0.080, 0.077, 0.092, 0.081, 0.083, 0.112, 0.134, 0.107, 0.120, 0.126, 0.097, 0.114, 0.076, 0.109, 0.082, 0.078, 0.071, 0.123, 0.111, 0.086, 0.076, 0.062, 0.085, 0.103, 0.073, 0.110, 0.092, 0.111, 0.118, 0.075, 0.137, 0.054, -0.012, -0.532, -0.025, -0.204, 0.083, 0.078, 0.080, 0.090, 0.038, 0.091, 1.095, -0.239, -0.412, -0.012, -0.027, -0.097, 0.104, -0.461, -0.206, 0.113, 0.104, 0.085, 0.250, -0.952, 0.013]
}

=====

No. 5
{
  "formula": "C18H31CoN4O2S3",
  "method": "the ωB97M-V functional and the def2-TZVPD basis",
  "spin_multiplicity": 4,
  "relative_energy_kcal_mol": 4.2,
  "energy_ha": -3651.2125,
  "total_charge": 1,
  "largest_force_ha_per_bohr": 0.0102,
  "elements": ["Co", "C", "C", "N", "C", "C", "C", "S", "N", "C", "O", "C", "C", "C", "C", "C", "C", "H", "H", "H", "H", "H", "H", "H", "H", "H", "H", "H", "H", "H", "H", "H", "C", "N", "C", "N", "S", "H", "H", "H", "H", "H", "H", "C", "C", "S", "O", "C", "C", "H", "H", "H", "H", "H", "H", "H", "H", "H", "H"],
  "coordinates": [[0.39, -0.41, -0.10], [5.80, 0.56, -0.10], [5.64, -0.62, 0.84], [4.33, -0.67, 1.51], [4.25, -0.14, 2.87], [3.98, 1.36, 2.91], [3.26, -1.11, 0.83], [1.70, -1.17, 1.64], [3.50, -1.56, -0.40], [2.70, -1.49, -1.45], [1.65, -0.78, -1.55], [3.10, -2.27, -2.65], [4.39, -2.79, -2.77], [4.75, -3.50, -3.91], [3.82, -3.70, -4.92], [2.54, -3.20, -4.80], [2.18, -2.48, -3.67], [6.77, 0.50, -0.60], [5.76, 1.51, 0.43], [5.03, 0.55, -0.87], [6.39, -0.58, 1.63], [5.77, -1.55, 0.30], [5.19, -0.37, 3.36], [3.47, -0.67, 3.41], [4.83, 1.93, 2.54], [3.78, 1.68, 3.93], [3.11, 1.60, 2.30], [5.11, -2.62, -1.97], [5.76, -3.89, -4.00], [4.11, -4.25, -5.81], [1.81, -3.37, -5.58], [1.18, -2.08, -3.56], [-1.01, -5.10, 2.00], [-1.08, -4.21, 0.85], [-1.25, -2.90, 0.91], [-1.41, -2.33, 2.10], [-1.27, -1.99, -0.56], [-0.56, -6.04, 1.68], [-1.99, -5.31, 2.41], [-0.36, -4.67, 2.77], [-0.96, -4.59, -0.08], [-1.33, -2.85, 2.96], [-1.53, -1.34, 2.15], [-0.25, 4.42, 1.12], [0.11, 4.11, -0.33], [1.11, 2.64, -0.40], [0.11, 1.54, 0.00], [1.39, 2.44, -2.17], [0.20, 2.72, -3.08], [-0.95, 5.25, 1.15], [0.63, 4.69, 1.70], [-0.72, 3.56, 1.59], [0.72, 4.90, -0.79], [-0.77, 3.93, -0.95], [1.70, 1.39, -2.23], [2.26, 3.06, -2.40], [-0.69, 2.17, -2.75], [0.44, 2.37, -4.08], [-0.04, 3.78, -3.14]],
  "nbo_charge": [1.355, -0.617, -0.214, -0.379, -0.215, -0.619, 0.397, -0.438, -0.634, 0.658, -0.827, -0.079, -0.186, -0.214, -0.180, -0.215, -0.194, 0.227, 0.207, 0.213, 0.206, 0.228, 0.208, 0.229, 0.208, 0.226, 0.212, 0.227, 0.222, 0.222, 0.221, 0.228, -0.435, -0.550, 0.379, -0.769, -0.343, 0.241, 0.217, 0.207, 0.431, 0.413, 0.424, -0.623, -0.591, 1.248, -1.070, -0.607, -0.631, 0.238, 0.222, 0.230, 0.240, 0.243, 0.273, 0.242, 0.226, 0.242, 0.218]
}